1.
DFT (ωB97M-V with the def2-TZVPD basis set) results for a cluster of 2 separate species, C2H4NP in total.

```
8
Properties=species:S:1:pos:R:3:forces:R:3:nbo_charge:R:1
C -0.78822 1.15180 -0.60728 -2.01 0.85 -2.42 -0.74
P 2.53350 -2.21651 0.44639 -0.85 -0.27 1.44 0.07
H 1.75484 -2.45070 1.72728 0.95 0.22 -1.41 -0.08
H -1.76294 0.94140 -1.29144 2.54 0.64 1.38 0.26
H -0.96360 2.06537 -0.05767 -0.54 -0.13 0.76 0.26
N -0.33112 -0.96173 0.78196 -0.11 0.03 -0.02 -0.34
C -0.53571 -0.01081 0.17288 0.28 -0.58 0.71 0.29
H 0.09326 1.48118 -1.17212 -0.26 -0.75 -0.43 0.26
```
Positions in Å, forces in eV/Å.

Results
M, g/mol: 73.03
E_tot, eV: -12913.94158
Multiplicity: 1
Net charge: 0
Gap between HOMO and LUMO (spin up / spin down), eV: 7.35 / 7.32
Largest force on an atom, eV/Å: 3.261
Energy above the lowest of the compared OMol25 structures with the same formula, charge and spin, kJ/mol: 249.7
HOMO level (spin up / spin down), eV: -8.29 / -8.24

***

2.
DFT (ωB97M-V with the def2-TZVPD basis set) results for an isolated molecule of C2H4NP.

```
8
Properties=species:S:1:pos:R:3:forces:R:3:nbo_charge:R:1
C -0.62590 0.94048 0.38723 2.72 -1.42 0.58 -0.46
N 0.83830 1.23712 0.67574 0.32 -0.56 0.22 -0.33
H 0.39622 -0.37956 2.20788 0.24 -0.36 -0.17 0.26
H -0.85490 0.26857 -2.08091 0.04 -0.53 1.31 -0.02
P -1.15503 -0.32455 -0.72558 -1.07 0.51 -2.66 0.29
H -1.36449 1.07681 1.10042 -0.89 1.17 1.69 0.20
C 0.79575 0.24114 1.42942 -2.20 1.95 -1.27 0.07
H -2.48738 0.30402 -0.84488 0.83 -0.76 0.29 0.00
```
Positions in Å, forces in eV/Å.

Results
M, g/mol: 73.03
E_tot, eV: -12912.21456
SMILES: P[C@H]1C=N1
Multiplicity: 1
Net charge: 0
Gap between HOMO and LUMO (spin up / spin down), eV: 8.21 / 8.21
Largest force on an atom, eV/Å: 3.196
Energy above the lowest of the compared OMol25 structures with the same formula, charge and spin, kJ/mol: 416.3
HOMO level (spin up / spin down), eV: -7.84 / -7.84

***

3.
DFT (ωB97M-V with the def2-TZVPD basis set) results for an isolated molecule of C2H4NP.

```
8
Properties=species:S:1:pos:R:3:forces:R:3:nbo_charge:R:1
H -0.03597 1.18234 -1.52271 -0.26 -0.15 1.07 0.25
C -0.14820 0.78178 -0.48892 -0.94 0.74 0.64 -0.62
N 1.55376 -0.98197 -0.21343 0.71 -0.67 0.10 -0.57
H -0.16502 1.47853 0.43422 0.08 -0.94 -2.00 0.25
H -1.60452 -0.19184 1.12427 0.05 0.08 1.23 -0.03
C 0.40142 -0.51601 -0.19816 0.35 0.73 0.62 0.03
H 1.55236 -1.95896 0.06404 0.07 -0.27 -0.06 0.34
P -1.38674 -0.74959 -0.10306 -0.06 0.47 -1.60 0.35
```
Positions in Å, forces in eV/Å.

Results
M, g/mol: 73.03
E_tot, eV: -12915.31296
SMILES: [H]/N=C1/CP1
Multiplicity: 1
Net charge: 0
Gap between HOMO and LUMO, eV: 9.94
Largest force on an atom, eV/Å: 2.213
Energy above the lowest of the compared OMol25 structures with the same formula, charge and spin, kJ/mol: 117.3
HOMO level, eV: -9.27

***

Copy entry 2 word for word.
DFT (ωB97M-V with the def2-TZVPD basis set) results for an isolated molecule of C2H4NP.

```
8
Properties=species:S:1:pos:R:3:forces:R:3:nbo_charge:R:1
C -0.62590 0.94048 0.38723 2.72 -1.42 0.58 -0.46
N 0.83830 1.23712 0.67574 0.32 -0.56 0.22 -0.33
H 0.39622 -0.37956 2.20788 0.24 -0.36 -0.17 0.26
H -0.85490 0.26857 -2.08091 0.04 -0.53 1.31 -0.02
P -1.15503 -0.32455 -0.72558 -1.07 0.51 -2.66 0.29
H -1.36449 1.07681 1.10042 -0.89 1.17 1.69 0.20
C 0.79575 0.24114 1.42942 -2.20 1.95 -1.27 0.07
H -2.48738 0.30402 -0.84488 0.83 -0.76 0.29 0.00
```
Positions in Å, forces in eV/Å.

Results
M, g/mol: 73.03
E_tot, eV: -12912.21456
SMILES: P[C@H]1C=N1
Multiplicity: 1
Net charge: 0
Gap between HOMO and LUMO (spin up / spin down), eV: 8.21 / 8.21
Largest force on an atom, eV/Å: 3.196
Energy above the lowest of the compared OMol25 structures with the same formula, charge and spin, kJ/mol: 416.3
HOMO level (spin up / spin down), eV: -7.84 / -7.84

***

What did the second record say?
DFT (ωB97M-V with the def2-TZVPD basis set) results for an isolated molecule of C2H4NP.

```
8
Properties=species:S:1:pos:R:3:forces:R:3:nbo_charge:R:1
C -0.62590 0.94048 0.38723 2.72 -1.42 0.58 -0.46
N 0.83830 1.23712 0.67574 0.32 -0.56 0.22 -0.33
H 0.39622 -0.37956 2.20788 0.24 -0.36 -0.17 0.26
H -0.85490 0.26857 -2.08091 0.04 -0.53 1.31 -0.02
P -1.15503 -0.32455 -0.72558 -1.07 0.51 -2.66 0.29
H -1.36449 1.07681 1.10042 -0.89 1.17 1.69 0.20
C 0.79575 0.24114 1.42942 -2.20 1.95 -1.27 0.07
H -2.48738 0.30402 -0.84488 0.83 -0.76 0.29 0.00
```
Positions in Å, forces in eV/Å.

Results
M, g/mol: 73.03
E_tot, eV: -12912.21456
SMILES: P[C@H]1C=N1
Multiplicity: 1
Net charge: 0
Gap between HOMO and LUMO (spin up / spin down), eV: 8.21 / 8.21
Largest force on an atom, eV/Å: 3.196
Energy above the lowest of the compared OMol25 structures with the same formula, charge and spin, kJ/mol: 416.3
HOMO level (spin up / spin down), eV: -7.84 / -7.84